This record from the OMol25 dataset describes a gas-phase ion, C4H10N5O (charge +1) in a non-equilibrium geometry. The level of theory is ωB97M-V/def2-TZVPD.

Last columns: bonded neighbours and bond lengths (Å).
Element x y z (Å)
1 C -0.457 -1.357 1.351  C3 1.462, N5 1.316, H11 1.024
2 C 1.882 0.077 -0.722  C4 1.524, O10 1.204, H12 1.046
3 C 0.000 -1.683 0.001  C1 1.462, C4 1.554, H13 1.132, H14 1.179
4 C 0.441 -0.414 -0.781  C2 1.524, C3 1.554, N6 1.480, N7 1.776
5 N -0.631 -0.181 1.916  C1 1.316, N9 1.350
6 N -0.376 0.729 -0.316  C4 1.480, N9 1.441, H15 0.959
7 N 0.171 -0.484 -2.534  C4 1.776, H16 1.101, H17 1.027
8 N -1.298 1.983 1.330  N9 1.442, H18 1.062, H19 1.032
9 N -0.394 0.881 1.116  N5 1.350, N6 1.441, N8 1.442, H20 1.126
10 O 2.214 0.650 0.284  C2 1.204
11 H -0.752 -2.170 1.900  C1 1.024
12 H 2.549 -0.086 -1.512  C2 1.046
13 H 0.809 -2.462 0.144  C3 1.132
14 H -1.002 -2.186 -0.361  C3 1.179
15 H -0.213 1.571 -0.745  N6 0.959
16 H -0.895 -0.357 -2.780  N7 1.101
17 H 0.802 0.253 -2.867  N7 1.027
18 H -1.280 2.317 2.338  N8 1.062
19 H -2.234 1.653 1.047  N8 1.032
20 H 0.663 1.264 1.192  N9 1.126

Total energy ... -13792.405 eV
Energy above the lowest of the compared OMol25 structures with the same formula, charge and spin ... 340.5 kJ/mol
Multiplicity ... 3
Maximum force ... 6.1 eV/A
HOMO-LUMO gap (spin up / spin down) ... 7.15 / 6.70 eV
Charge ... +1

natural (NBO) atomic charge list, values in e, 4 entries:
1 C 0.21
2 C -0.05
3 C -0.54
4 C 0.26